*w*
The following is a DFT calculation (ωB97M-V/def2-TZVPD) of 2 unconnected molecules or ions with the total composition C7H16O.

The value obtained for the HOMO energy is -9.01 eV. The SMILES is C/C=C/CCCC.O. The value obtained for the LUMO energy is 0.9 eV.

```
24
C7H16O | OMol25 | ωB97M-V/def2-TZVPD
C -0.733 4.078 1.713
C -0.853 2.585 1.552
C 0.054 1.765 1.026
C -0.250 0.279 0.826
C 0.441 -0.232 -0.425
C 1.886 -0.747 -0.220
C 2.080 -2.237 -0.253
H 0.130 4.443 1.163
H -0.753 4.275 2.786
H -1.619 4.551 1.280
H -1.796 2.162 1.888
H 1.039 2.099 0.722
H -1.323 0.130 0.805
H 0.158 -0.210 1.720
H -0.239 -0.943 -0.920
H 0.423 0.530 -1.217
H 2.272 -0.314 0.708
H 2.474 -0.243 -0.990
H 1.234 -2.924 -0.208
H 2.456 -2.482 -1.259
H 2.848 -2.587 0.436
O -3.560 -4.609 -3.446
H -3.228 -3.912 -4.036
H -3.142 -5.454 -3.652
```


*x*
The following is a DFT calculation (ωB97M-V/def2-TZVPD) of 2 unconnected molecules or ions with the total composition C7H16O.

The value obtained for the HOMO energy is -8.96 eV. The SMILES is C=C(C)CCCC.O. The value obtained for the LUMO energy is 0.7 eV.

```
24
C7H16O | OMol25 | ωB97M-V/def2-TZVPD
C -2.802 0.539 1.139
C -1.516 0.181 1.096
C -0.930 -0.804 2.062
C -0.560 0.798 0.128
C -0.043 -0.227 -0.890
C 1.196 0.164 -1.671
C 0.907 1.276 -2.708
H -3.549 0.231 1.854
H -3.096 1.323 0.447
H -1.282 -1.834 2.000
H -1.065 -0.446 3.086
H 0.152 -0.885 1.962
H -1.001 1.570 -0.497
H 0.317 1.132 0.698
H -0.901 -0.430 -1.556
H 0.092 -1.232 -0.471
H 1.600 -0.651 -2.268
H 1.917 0.555 -0.947
H 1.805 1.420 -3.308
H 0.127 0.942 -3.397
H 0.552 2.207 -2.277
O 2.318 -1.941 1.995
H 2.663 -2.476 1.289
H 3.098 -1.409 2.235
```


Best to worst by energy: *x*, *w*.


*w*
The following is a DFT calculation (ωB97M-V/def2-TZVPD) of 2 unconnected molecules or ions with the total composition C7H16O.

The value obtained for the HOMO energy is -9.00 eV. The SMILES is C/C=C(\C)CCC.O. The value obtained for the LUMO energy is 0.8 eV.

```
24
C7H16O | OMol25 | ωB97M-V/def2-TZVPD
C 2.092 1.409 1.373
C 1.585 0.370 0.433
C 0.400 -0.262 0.525
C -0.395 -0.265 1.798
C 0.045 -1.350 -0.443
C -0.403 -0.766 -1.776
C -1.281 -1.700 -2.572
H 3.174 1.461 1.454
H 1.875 1.098 2.408
H 1.656 2.397 1.228
H 2.146 0.363 -0.525
H -1.341 0.261 1.581
H 0.135 0.126 2.669
H -0.901 -1.243 2.086
H 0.751 -2.205 -0.526
H -0.767 -2.067 -0.118
H -0.904 0.226 -1.810
H 0.457 -0.384 -2.308
H -1.830 -2.462 -2.034
H -0.649 -2.329 -3.277
H -1.946 -1.244 -3.346
O -1.437 3.122 0.823
H -1.058 3.271 1.695
H -1.403 2.173 0.661
```


*x*
The following is a DFT calculation (ωB97M-V/def2-TZVPD) of 2 unconnected molecules or ions with the total composition C7H16O.

The value obtained for the HOMO energy is -8.50 eV. The SMILES is CCC(C)=C(C)C.O. The value obtained for the LUMO energy is 0.8 eV.

```
24
C7H16O | OMol25 | ωB97M-V/def2-TZVPD
C -2.773 -0.626 -1.004
C -1.535 0.345 -1.184
C -0.626 0.120 0.039
C -1.216 0.666 1.356
C 0.563 -0.509 -0.030
C 1.460 -0.643 1.185
C 1.131 -1.151 -1.296
H -2.594 -1.704 -1.154
H -3.506 -0.283 -1.754
H -3.203 -0.477 0.001
H -1.051 0.132 -2.156
H -1.760 1.429 -1.151
H -1.346 1.760 1.321
H -0.456 0.426 2.119
H -2.173 0.207 1.656
H 1.182 -1.572 1.711
H 1.448 0.188 1.910
H 2.485 -0.754 0.793
H 1.396 -2.189 -1.033
H 2.028 -0.649 -1.696
H 0.360 -1.174 -2.084
O 3.194 2.473 0.952
H 3.631 1.771 1.484
H 3.362 2.217 0.017
```


Best to worst by energy: *x*, *w*.


*w*
The following is a DFT calculation (ωB97M-V/def2-TZVPD) of 2 unconnected molecules or ions with the total composition C10H13N2.

The value obtained for the HOMO energy is -12.60 eV. The charge is +1. The value obtained for the LUMO energy is -5.6 eV.

```
25
C10H13N2 | OMol25 | ωB97M-V/def2-TZVPD
C -2.428 -1.182 1.937
C -1.641 0.062 1.966
C -2.420 1.243 2.349
C -0.236 0.031 2.041
C 0.521 1.243 2.070
C 1.908 1.205 2.144
C 2.564 -0.015 2.268
C 1.859 -1.209 2.350
C 0.463 -1.209 2.244
H -1.977 -1.965 1.308
H -2.524 -1.575 2.971
H -3.444 -0.955 1.581
H -1.899 2.182 2.152
H -3.399 1.263 1.859
H -2.598 1.172 3.434
H 0.022 2.204 1.950
H 2.487 2.126 2.066
H 3.646 -0.032 2.349
H 2.400 -2.150 2.495
H -0.087 -2.147 2.349
C -1.965 0.072 -0.644
N -1.424 1.120 -1.305
N -0.942 2.036 -1.854
H -3.084 0.042 -0.653
H -1.471 -0.914 -0.836
```


*x*
The following is a DFT calculation (ωB97M-V/def2-TZVPD) of 2 unconnected molecules or ions with the total composition C10H13N2.

The value obtained for the HOMO energy is -12.42 eV. The charge is +1. The value obtained for the LUMO energy is -3.0 eV.

```
25
C10H13N2 | OMol25 | ωB97M-V/def2-TZVPD
C -0.069 2.174 -2.766
C 0.268 0.963 -2.209
C -0.725 2.222 -0.644
N -0.674 2.918 -1.782
N -0.156 1.038 -0.898
C 0.939 -0.235 -2.781
H 0.076 2.552 -3.778
H -1.148 2.554 0.304
H -1.042 3.880 -1.892
H -0.053 0.285 -0.194
H 1.179 -0.049 -3.842
H 0.282 -1.119 -2.719
H 1.875 -0.455 -2.242
C -1.234 -0.839 2.637
C -1.304 -1.908 1.744
C 0.008 -0.324 3.014
C -0.133 -2.463 1.227
C 1.179 -0.880 2.497
C 1.108 -1.949 1.603
H -2.155 -0.402 3.044
H -2.281 -2.313 1.448
H 0.063 0.517 3.717
H -0.188 -3.305 0.524
H 2.155 -0.475 2.793
H 2.030 -2.386 1.196
```


*y*
The following is a DFT calculation (ωB97M-V/def2-TZVPD) of a gas-phase ion, C10H13N2 (charge +1).

The value obtained for the HOMO energy is -12.06 eV. The SMILES is C=[N+](C)C/C=N/c1ccccc1. The charge is +1. The value obtained for the LUMO energy is -5.0 eV.

```
25
C10H13N2 | OMol25 | ωB97M-V/def2-TZVPD
C 2.660 -0.959 0.070
N 1.908 -1.766 -0.579
C 2.118 -1.832 -1.999
C 0.769 -2.458 0.083
C -0.374 -1.367 0.224
N -0.348 -0.264 -0.276
C -1.116 0.907 -0.049
C -2.186 0.741 0.784
C -2.781 1.835 1.419
C -2.371 3.187 1.069
C -1.206 3.303 0.337
C -0.558 2.174 -0.192
H 3.306 -0.364 -0.582
H 2.970 -1.304 1.323
H 1.388 -2.621 -2.319
H 1.918 -0.934 -2.632
H 3.110 -2.085 -2.294
H 1.133 -2.996 1.097
H 0.319 -3.306 -0.545
H -1.281 -1.873 0.740
H -2.693 -0.165 0.855
H -3.588 1.757 2.102
H -2.947 3.936 1.507
H -0.650 4.212 0.438
H 0.502 2.241 -0.583
```


*z*
The following is a DFT calculation (ωB97M-V/def2-TZVPD) of a gas-phase ion, C10H13N2 (charge +1).

The value obtained for the HOMO energy is -11.27 eV. The charge is +1. The value obtained for the LUMO energy is -6.5 eV.

```
25
C10H13N2 | OMol25 | ωB97M-V/def2-TZVPD
C -3.189 0.726 0.888
C -2.455 -0.445 0.826
C -1.759 1.028 -0.705
C 1.270 0.002 0.566
C 0.663 -1.253 0.325
C 1.328 -2.403 0.678
C 1.913 1.036 0.981
C -0.590 -1.160 -0.588
C 2.958 1.823 0.348
C -0.015 -0.799 -1.969
N -2.745 1.533 -0.093
N -1.609 -0.226 -0.226
H -3.999 1.103 1.436
H -2.455 -1.421 1.256
H 1.298 -3.354 0.249
H 2.194 -2.089 1.327
H 1.425 1.514 1.855
H -1.078 -2.209 -0.628
H 3.474 1.243 -0.466
H 3.488 2.159 1.188
H 2.489 2.747 -0.127
H 0.524 0.144 -1.919
H -0.880 -0.826 -2.675
H 0.913 -1.373 -2.238
H -3.162 2.502 -0.289
```


Best to worst by energy: *x*, *w*, *y*, *z*.